This record from OMol25 describes a cluster of 2 separate species, H3NO3Si in total at a distorted geometry. The level of theory is ωB97M-V with the def2-TZVPD basis set.

Properties
HOMO = -9.698 eV
energy = -571.66014 Eh
ΔE to the lowest compared entry with this formula, charge and spin = 33.8 kcal/mol
F_max = 0.033 hartree/bohr
orbital gap = 8.6 eV

Each line ends with the Löwdin charge.
CARTESIAN COORDINATES (ANGSTROEM)
N -2.23785 0.38796 -0.57828  -0.13
O -3.40850 0.28517 -0.77594  0.00
O -1.50741 -0.67276 -1.04917  -0.03
O 1.13601 -0.52244 -0.33775  -0.43
Si 1.93190 0.11071 0.77945  0.70
H -0.55235 -0.53791 -0.82828  0.02
H 1.39498 1.23953 1.53189  -0.07
H 3.24322 -0.29026 1.25807  -0.08